# 1
{
  "formula": "C6H9N",
  "method": "the ωB97M-V functional and the def2-TZVPD basis",
  "energy_ha": -288.64351,
  "species": ["C", "C", "C", "C", "C", "C", "N", "H", "H", "H", "H", "H", "H", "H", "H", "H"],
  "xyz": [[-1.4567, 0.9799, -0.7943], [-0.2268, 0.2381, -0.3444], [0.2241, -1.0406, -0.7862], [-0.7970, -1.0111, 0.8043], [1.6308, -1.0177, -0.3601], [1.9522, 0.1962, 0.1576], [0.8380, 1.0040, 0.1452], [-2.1647, 0.2773, -1.2387], [-1.1752, 1.7113, -1.5581], [-1.9447, 1.5108, 0.0330], [-1.8699, -1.0527, 0.6260], [-0.5674, -0.4220, 1.7012], [-0.4330, -2.0212, 0.9720], [2.3360, -1.8293, -0.5019], [2.8935, 0.5818, 0.5346], [0.7608, 1.8951, 0.6097]],
  "atomic_forces_ev_per_a": [[0.0, 0.0, 0.0], [-0.1, 0.1, -0.2], [0.2, 0.3, 0.0], [-0.2, -0.2, 0.4], [0.1, 0.0, 0.1], [0.0, -0.1, 0.0], [0.0, 0.0, 0.0], [0.1, 0.1, 0.1], [0.0, -0.1, 0.1], [0.1, -0.1, -0.1], [0.2, 0.0, 0.0], [0.0, -0.1, -0.1], [0.0, 0.1, -0.1], [-0.1, 0.1, 0.1], [-0.1, -0.1, -0.1], [0.0, -0.1, -0.1]],
  "lowdin_charge": [-0.0366, -0.5167, -0.0668, -0.0190, -0.1299, -0.1131, 0.0446, 0.0856, 0.0853, 0.0843, 0.0737, 0.0954, 0.0738, 0.0830, 0.1108, 0.1455]
}

=====

# 2
{
  "formula": "C41H49AuN6S",
  "method": "the ωB97M-V functional and the def2-TZVPD basis",
  "energy_ha": -2454.18398,
  "species": ["Au", "C", "C", "C", "C", "C", "C", "C", "N", "C", "C", "C", "C", "C", "C", "C", "C", "C", "C", "N", "C", "C", "C", "N", "C", "C", "C", "C", "C", "C", "C", "C", "C", "C", "C", "C", "C", "C", "N", "C", "C", "H", "H", "H", "H", "H", "H", "H", "H", "H", "H", "H", "H", "H", "H", "H", "H", "H", "H", "H", "H", "H", "H", "H", "H", "H", "H", "H", "H", "H", "H", "H", "H", "H", "H", "H", "H", "H", "H", "H", "H", "H", "H", "H", "H", "C", "C", "C", "C", "N", "C", "S", "N", "H", "H", "H", "H", "H"],
  "xyz": [[0.0513, 0.2047, 0.9819], [3.9935, 5.0686, 0.3857], [4.2606, 3.7021, -0.2457], [3.5289, 2.6000, 0.4512], [3.9816, 1.7842, 1.4414], [5.3536, 1.7211, 2.0346], [6.2050, 0.6170, 1.4033], [2.9002, 0.8978, 1.7805], [1.8064, 1.2024, 1.0137], [2.1621, 2.2308, 0.1951], [1.3494, 2.8268, -0.7499], [0.0474, 2.4832, -1.0080], [-0.7447, 3.0420, -2.0812], [-0.2449, 4.0001, -3.1127], [0.4670, 3.2477, -4.2422], [-1.9379, 2.4017, -2.0620], [-1.8670, 1.4222, -1.0094], [-2.8276, 0.4694, -0.7956], [-2.7225, -0.5836, 0.0826], [-1.6836, -0.8200, 0.9288], [-1.9687, -1.9753, 1.6041], [-1.1656, -2.5762, 2.5408], [0.0914, -2.1448, 2.9153], [0.7512, -1.0708, 2.3880], [1.9746, -1.0147, 3.0004], [2.9711, -0.1049, 2.7178], [2.0853, -2.0814, 3.9532], [0.9159, -2.7807, 3.9029], [0.5506, -4.0171, 4.6618], [0.8842, -5.2902, 3.8828], [3.2691, -2.3260, 4.8340], [3.3061, -1.3889, 6.0422], [-3.2410, -2.4879, 1.1595], [-3.7044, -1.6286, 0.2159], [-4.9192, -1.7482, -0.6469], [-4.5685, -2.3426, -2.0144], [-3.8869, -3.7316, 1.6786], [-4.6303, -3.4973, 2.9936], [-0.6771, 1.5312, -0.3510], [-3.1045, 2.5859, -2.9724], [-4.2364, 3.3905, -2.3328], [4.5545, 5.8523, -0.1243], [4.2824, 5.0707, 1.4375], [2.9334, 5.3212, 0.3355], [5.3311, 3.4874, -0.2263], [3.9818, 3.7192, -1.3018], [5.2871, 1.5714, 3.1154], [5.8449, 2.6867, 1.8972], [5.7244, -0.3566, 1.5057], [7.1892, 0.5652, 1.8702], [6.3406, 0.7992, 0.3368], [1.7807, 3.6118, -1.3536], [0.4235, 4.7381, -2.6612], [-1.0868, 4.5671, -3.5155], [1.3339, 2.7041, -3.8632], [0.7992, 3.9340, -5.0216], [-0.1963, 2.5014, -4.6880], [-3.7031, 0.5062, -1.4261], [-1.5401, -3.4733, 3.0130], [3.8993, -0.2091, 3.2617], [-0.5135, -4.0005, 4.9099], [1.0772, -4.0188, 5.6186], [0.3536, -5.3147, 2.9299], [0.6115, -6.1809, 4.4497], [1.9511, -5.3382, 3.6618], [4.1897, -2.2220, 4.2537], [3.2495, -3.3629, 5.1751], [3.3420, -0.3443, 5.7295], [4.1791, -1.5886, 6.6646], [2.4133, -1.5164, 6.6556], [-5.3809, -0.7659, -0.7756], [-5.6658, -2.3665, -0.1443], [-3.8211, -1.7338, -2.5269], [-5.4542, -2.4162, -2.6466], [-4.1428, -3.3401, -1.9005], [-3.1342, -4.5131, 1.8089], [-4.5799, -4.1112, 0.9248], [-3.9563, -3.1215, 3.7650], [-5.0826, -4.4206, 3.3568], [-5.4219, -2.7585, 2.8622], [-3.4579, 1.6045, -3.2917], [-2.7634, 3.0833, -3.8817], [-4.6018, 2.9037, -1.4269], [-5.0751, 3.4981, -3.0217], [-3.8958, 4.3883, -2.0523], [-2.8559, 0.2183, -5.7749], [-1.4531, -0.1544, -5.3843], [-0.4483, -0.2600, -6.3372], [0.8070, -0.5877, -5.8476], [1.0625, -0.8061, -4.5733], [0.0319, -0.6992, -3.7013], [0.3339, -0.9852, -2.0371], [-1.2285, -0.3588, -4.0911], [-3.0182, 0.1064, -6.8467], [-3.0565, 1.2583, -5.5069], [-3.5699, -0.4052, -5.2370], [-0.6311, -0.1018, -7.3903], [1.6511, -0.6835, -6.5273]],
  "atomic_forces_ev_per_a": [[0.0, 0.1, 0.0], [0.0, 0.0, 0.0], [0.0, 0.0, 0.0], [0.0, 0.0, 0.0], [0.0, 0.0, 0.0], [0.0, 0.0, 0.0], [0.0, 0.0, 0.0], [0.0, 0.1, 0.0], [-0.1, -0.1, 0.0], [0.0, 0.1, 0.0], [0.0, 0.0, 0.1], [0.0, 0.0, -0.1], [0.0, 0.0, 0.1], [0.0, 0.0, 0.0], [0.0, -0.1, 0.0], [0.1, 0.0, 0.0], [0.0, 0.1, 0.2], [0.0, -0.1, 0.0], [0.0, 0.0, 0.0], [0.1, 0.1, 0.0], [0.0, 0.0, 0.0], [0.0, 0.0, 0.0], [0.0, 0.0, 0.0], [0.0, 0.0, 0.0], [0.0, 0.0, 0.0], [0.0, 0.0, 0.0], [-0.1, 0.0, 0.0], [0.1, 0.0, 0.0], [0.0, 0.0, 0.0], [0.0, 0.0, 0.0], [0.0, 0.0, 0.0], [0.0, 0.0, 0.0], [0.0, 0.0, 0.0], [0.0, 0.0, 0.0], [0.0, 0.0, 0.0], [0.0, 0.0, 0.0], [0.0, 0.0, -0.1], [0.0, 0.0, 0.0], [0.0, 0.0, 0.0], [0.0, 0.0, 0.0], [0.0, 0.0, 0.0], [0.0, 0.0, 0.0], [0.0, 0.0, 0.0], [0.0, 0.0, 0.0], [0.0, 0.0, 0.0], [0.0, 0.0, 0.0], [0.0, 0.0, 0.0], [0.0, 0.0, 0.0], [0.0, 0.0, 0.0], [0.0, 0.0, 0.0], [0.0, 0.0, 0.0], [0.0, 0.0, 0.0], [0.0, 0.0, 0.0], [0.0, 0.0, 0.0], [0.0, 0.0, 0.0], [0.0, 0.0, 0.0], [0.0, 0.1, 0.0], [0.0, 0.0, 0.0], [0.0, 0.0, 0.0], [0.0, 0.0, 0.0], [0.0, 0.0, 0.0], [0.0, 0.0, 0.0], [0.0, 0.0, 0.0], [0.0, 0.0, 0.0], [0.0, 0.0, 0.0], [0.0, 0.0, 0.0], [0.0, 0.0, 0.0], [0.0, 0.0, 0.0], [0.0, 0.0, 0.0], [0.0, 0.0, 0.0], [0.0, 0.0, 0.0], [0.0, 0.0, 0.0], [0.0, 0.0, 0.0], [0.0, 0.0, 0.0], [0.0, 0.0, 0.0], [0.0, 0.0, 0.0], [0.0, 0.0, 0.0], [0.0, 0.0, 0.0], [0.0, 0.0, 0.0], [0.0, 0.0, 0.0], [0.0, 0.0, 0.0], [0.0, 0.0, 0.0], [0.0, 0.0, 0.0], [0.0, 0.0, 0.0], [0.0, 0.0, 0.0], [0.0, 0.0, 0.0], [0.0, 0.0, 0.0], [0.0, 0.0, 0.0], [0.0, 0.0, -0.1], [0.1, 0.0, -0.1], [-0.2, 0.2, 0.2], [0.1, -0.2, 0.1], [-0.1, 0.0, -0.1], [0.0, 0.0, 0.0], [0.0, 0.0, 0.0], [0.0, 0.0, 0.0], [0.0, 0.0, 0.0], [0.0, 0.0, 0.0]],
  "lowdin_charge": [1.3894, -0.0830, -0.1886, -0.1209, -0.1237, -0.1897, -0.0794, -0.2126, -0.0168, -0.2078, 0.0644, -0.2246, -0.1140, -0.1826, -0.0656, -0.1201, -0.2388, 0.0542, -0.2207, -0.0204, -0.2089, 0.0612, -0.2139, -0.0194, -0.2158, 0.0580, -0.1264, -0.1262, -0.1920, -0.0803, -0.1894, -0.0828, -0.1194, -0.1165, -0.1860, -0.0710, -0.1886, -0.0839, -0.0456, -0.1943, -0.0767, 0.0726, 0.0761, 0.0726, 0.1095, 0.1115, 0.1099, 0.1075, 0.0723, 0.0727, 0.0799, 0.1126, 0.1063, 0.1085, 0.0804, 0.0735, 0.0690, 0.1144, 0.1106, 0.1110, 0.1079, 0.1086, 0.0750, 0.0727, 0.0774, 0.1121, 0.1071, 0.0703, 0.0728, 0.0778, 0.1092, 0.1071, 0.0670, 0.0728, 0.0809, 0.1116, 0.1098, 0.0704, 0.0724, 0.0776, 0.0940, 0.1066, 0.0708, 0.0731, 0.0774, -0.0429, -0.3783, -0.0609, -0.1755, 0.0256, -0.9054, 0.4371, 0.0763, 0.0715, 0.0574, 0.0718, 0.0912, 0.0980]
}